# 1
C32H14Cl96N4O6P2 | the ωB97M-V functional and the def2-TZVPD basis

Structure (XYZ):
```
154
Properties=species:S:1:pos:R:3:mulliken_charge:R:1
C -1.9615 2.8336 -7.0097 -1.0963
C -1.6731 1.3692 -6.7765 -0.0991
N -1.7747 1.0384 -5.3451 0.3236
C -0.8823 0.0072 -4.9279 0.5753
C -0.9466 -1.1170 -5.8871 0.0436
N -1.0771 -1.9591 -6.7171 -0.7717
P 0.9607 0.5957 -4.9241 0.1887
N 0.9927 2.0054 -5.8609 -0.4927
O 1.7258 -0.5311 -5.8403 -0.5751
C -1.2674 -0.5788 -3.4925 2.3083
C -0.1349 -0.6123 -2.6135 -0.9284
N 0.6976 -0.7339 -1.7733 -0.6657
C -2.2804 0.2532 -2.7450 -1.6085
C -1.7047 1.4856 -2.1725 -0.0448
O -1.8351 1.7044 -0.9993 -0.4395
O -1.0752 2.3114 -2.9747 0.3091
P -1.8222 -2.3322 -3.5547 0.6536
O -2.2213 -2.6827 -2.2187 -0.8296
O -3.0356 -2.5068 -4.5353 -0.1418
O -0.6390 -3.2620 -3.9718 -0.4817
H -2.3425 3.3033 -6.1333 -0.0602
H -1.0726 3.3461 -7.2757 0.2904
H -2.6483 2.9636 -7.8169 0.3963
H -2.4331 0.8302 -7.2942 -0.0253
H -0.7122 1.1699 -7.1725 0.5799
H -2.7298 0.7594 -5.2065 -0.0860
H 1.0075 1.7619 -6.8464 0.2472
H 1.8866 2.4395 -5.7033 0.3330
H 1.7453 -1.3180 -5.2951 0.3874
H -2.6072 -0.2988 -1.9068 0.8023
H -3.1504 0.4452 -3.3287 0.5770
H -1.0992 3.1468 -2.4882 -0.1261
H -3.2369 -1.7018 -5.0211 0.3175
H -0.8204 -3.6897 -4.8172 0.3519
C -6.5531 -2.9289 -4.5105 0.2281
Cl -8.2891 -2.6078 -4.5026 -0.1059
Cl -5.9262 -2.8946 -2.8687 -0.0808
Cl -6.2417 -4.5021 -5.2398 -0.1190
Cl -5.7496 -1.6784 -5.4753 0.1115
C 0.9458 1.8121 2.4756 0.0168
Cl -0.6521 1.6915 3.2241 -0.0447
Cl 2.2051 1.5998 3.7086 0.0983
Cl 1.1638 0.5076 1.3150 0.0220
Cl 1.1082 3.4080 1.7222 -0.1106
C 5.0505 -4.3059 -0.7949 0.2035
Cl 4.7505 -2.5829 -1.0051 -0.0095
Cl 6.4392 -4.7944 -1.7762 -0.1282
Cl 5.3795 -4.6477 0.9041 -0.0217
Cl 3.6346 -5.2264 -1.3083 -0.0197
C 5.7190 -8.4504 -3.7019 0.3091
Cl 5.4860 -10.0878 -4.3189 -0.1058
Cl 6.5057 -7.4621 -4.9349 -0.0978
Cl 4.1545 -7.7437 -3.2950 -0.0354
Cl 6.7298 -8.5089 -2.2575 -0.0820
C -5.0886 -1.4676 -9.3634 0.1841
Cl -5.7800 0.1525 -9.2751 -0.0906
Cl -4.6922 -1.8648 -11.0337 -0.1011
Cl -3.6134 -1.5311 -8.3837 -0.0355
Cl -6.2668 -2.6301 -8.7506 -0.0565
C -0.0486 -3.6160 3.0421 0.0566
Cl -0.0186 -1.8685 3.3075 0.0228
Cl -1.3251 -4.3434 4.0292 -0.1237
Cl -0.3449 -3.9624 1.3500 -0.0148
Cl 1.5166 -4.2735 3.5628 0.0575
C 7.7994 0.1175 -2.4106 0.2642
Cl 6.3682 0.9711 -3.0016 -0.0828
Cl 9.1750 0.4899 -3.4531 -0.1093
Cl 8.1508 0.6405 -0.7629 -0.0933
Cl 7.4907 -1.6160 -2.4222 0.0018
C 5.6245 1.8218 6.4632 0.2160
Cl 4.5694 2.3567 7.7678 -0.0218
Cl 6.2117 3.2218 5.5650 -0.1254
Cl 6.9932 0.9297 7.1407 -0.0283
Cl 4.7320 0.7552 5.3775 -0.0459
C 1.2006 5.7646 8.1989 0.1773
Cl -0.2900 5.7144 9.1393 -0.0908
Cl 2.5537 5.3931 9.2673 -0.0309
Cl 1.1761 4.5654 6.8782 -0.0658
Cl 1.4166 7.3725 7.5160 0.0113
C -9.9060 0.7493 -8.5799 0.1905
Cl -11.5488 0.2078 -8.9164 -0.0349
Cl -9.9426 2.3589 -7.8542 -0.0967
Cl -9.1366 -0.3805 -7.4595 0.0234
Cl -8.9784 0.8035 -10.0804 -0.0955
C 1.8853 -8.8355 1.8537 0.1669
Cl 0.2957 -8.5567 2.5539 -0.0892
Cl 2.3595 -7.4869 0.8203 0.0728
Cl 3.0951 -8.9268 3.1293 -0.0216
Cl 1.8556 -10.3407 0.9295 -0.1103
C -1.8639 5.6981 -0.3554 0.2219
Cl -0.9447 5.0301 -1.7221 -0.1957
Cl -1.8544 4.5866 1.0058 0.1520
Cl -1.1214 7.2234 0.1225 -0.1022
Cl -3.5301 5.9768 -0.8532 -0.0339
C -6.6852 4.0743 0.7587 0.1390
Cl -5.8738 4.8851 2.0955 0.0107
Cl -5.5031 3.1452 -0.1590 0.0714
Cl -7.9285 2.9932 1.3868 -0.1031
Cl -7.4424 5.2926 -0.2887 -0.1097
C -3.1317 5.1636 5.2002 0.1460
Cl -4.1524 6.1646 6.2425 -0.1184
Cl -2.9323 5.9436 3.6312 -0.0659
Cl -1.5428 4.9653 5.9337 0.0877
Cl -3.8898 3.5835 4.9767 -0.0817
C 2.2914 11.2364 7.9262 0.3198
Cl 0.5736 10.8287 7.9791 -0.0851
Cl 2.5242 12.8787 8.5208 -0.0895
Cl 3.2020 10.1079 8.9324 -0.0593
Cl 2.8666 11.1316 6.2590 -0.1109
C -13.0926 -3.6050 -9.0724 0.3238
Cl -13.8585 -2.0169 -8.9822 -0.1174
Cl -12.7775 -4.0108 -10.7595 -0.0963
Cl -11.5670 -3.5681 -8.1824 -0.0273
Cl -14.1526 -4.8195 -8.3625 -0.0854
C 5.8591 -6.5268 5.0258 0.1740
Cl 4.4745 -5.6067 4.4199 0.0699
Cl 7.1969 -6.3730 3.8857 -0.0892
Cl 6.3317 -5.8436 6.5809 -0.0829
Cl 5.4993 -8.2521 5.2449 -0.0812
C 3.7312 16.6901 6.4774 0.3297
Cl 3.3470 14.9904 6.2107 -0.0223
Cl 2.9923 17.2234 7.9898 -0.1064
Cl 5.4815 16.8903 6.5765 -0.0967
Cl 3.1024 17.6590 5.1427 -0.1022
C -12.8923 -8.8518 -6.8268 0.3257
Cl -14.2512 -8.5139 -5.7516 -0.1059
Cl -12.3409 -7.3448 -7.5576 -0.0209
Cl -11.5783 -9.5819 -5.9015 -0.1032
Cl -13.4093 -9.9655 -8.0942 -0.0985
C 6.0068 5.3332 11.9143 0.2979
Cl 5.4778 4.3190 10.5701 -0.0201
Cl 4.8795 6.6779 12.1092 -0.0936
Cl 6.0436 4.3757 13.3949 -0.0984
Cl 7.6202 5.9603 11.5763 -0.0994
C 4.2997 -8.3726 9.2622 0.3065
Cl 3.8235 -10.0460 8.9662 -0.0974
Cl 3.9855 -7.9604 10.9493 -0.1022
Cl 6.0232 -8.1880 8.9241 -0.0611
Cl 3.3638 -7.3039 8.2157 -0.0498
C 10.4616 -1.5873 8.1236 0.2475
Cl 9.3410 -0.2345 8.3228 -0.0366
Cl 11.4362 -1.3304 6.6763 -0.0847
Cl 11.5167 -1.6934 9.5338 -0.1024
Cl 9.5386 -3.0814 7.9641 -0.0052
C 11.5529 -5.5082 5.5537 0.2476
Cl 12.6037 -4.8617 6.8154 -0.0638
Cl 12.5048 -6.5169 4.4629 -0.1021
Cl 10.2783 -6.4822 6.2920 -0.0397
Cl 10.8235 -4.1845 4.6420 -0.0568
C -5.5863 3.5024 -4.5562 0.0391
Cl -5.8313 1.7818 -4.9008 -0.0204
Cl -6.4927 3.9359 -3.1150 0.0149
Cl -3.8707 3.8021 -4.2758 -0.0200
Cl -6.1390 4.4523 -5.9361 -0.1020
```

Properties
- total charge = 0
- LUMO level (Eh) = -0.00272
- frontier orbital gap (eV) = 8.99
- E (eV) = -1272380.3910


# 2
C3I3N3O3 | the ωB97M-V functional and the def2-TZVPD basis

Structure (XYZ):
```
12
Properties=species:S:1:pos:R:3:mulliken_charge:R:1
C -0.6278 0.7397 -3.1000 0.6544
C 0.8953 1.3180 0.3221 1.0374
C -1.0536 -0.1032 0.6560 0.4854
N 1.8308 0.5467 0.7406 -0.7169
N -1.3051 0.0131 -2.4335 -0.5071
N -0.3758 0.8396 0.2800 -0.2651
O 0.1942 1.3952 -3.5597 -0.3931
O 1.0519 2.5003 -0.1929 -0.5153
O -1.8109 -0.8718 0.9772 -0.3347
I 3.6936 1.3787 0.7958 0.0591
I -2.9995 -0.9422 -2.6195 0.2546
I -0.4970 3.5467 -0.5554 0.2413
```

Properties
- total charge = 0
- energy relative to the best compared isomer or geometry (same formula, charge and spin) (kcal/mol) = 1.4
- LUMO level (Eh) = -0.03729
- frontier orbital gap (eV) = 7.91
- E (eV) = -38022.6768


# 3
C4H4O4S | the ωB97M-V functional and the def2-TZVPD basis

Structure (XYZ):
```
13
Properties=species:S:1:pos:R:3:mulliken_charge:R:1
C -0.3893 -1.5742 0.0710 0.5659
C 1.1697 0.4103 0.5644 -0.4476
C 0.8730 -0.8773 -0.1740 -0.3007
C 0.3362 0.9246 -0.5531 -0.3944
O -0.5478 -2.7558 -0.0246 -0.5124
O -1.6049 1.6252 1.0866 -0.5563
O -2.2329 0.9600 -1.1862 -0.5890
O -1.4007 -0.7445 0.4453 -0.3128
S -1.3758 0.8199 -0.0617 1.1314
H 0.6725 0.5227 1.5232 0.2663
H 2.2156 0.6925 0.6127 0.3269
H 1.6239 -1.3161 -0.8073 0.4054
H 0.6604 1.3128 -1.4962 0.4174
```

Properties
- total charge = 0
- energy relative to the best compared isomer or geometry (same formula, charge and spin) (kcal/mol) = 0.0
- LUMO level (Eh) = -0.01915
- frontier orbital gap (eV) = 10.12
- E (eV) = -23235.6452


# 4
C7H14N3O4 | the ωB97M-V functional and the def2-TZVPD basis

Structure (XYZ):
```
28
Properties=species:S:1:pos:R:3:mulliken_charge:R:1
C 3.6299 1.6713 -0.3407 -0.7175
O 2.6897 0.5506 -0.0443 -0.3766
C 1.3912 0.6702 0.0197 0.4844
O 0.6837 1.6444 -0.0923 -0.5293
N 0.7136 -0.5570 0.1229 0.2192
O 1.0612 -1.4533 1.1098 -0.2746
C 1.0670 -2.7907 0.6614 -0.6775
N -0.9047 -0.2345 0.2213 0.2611
C -1.3942 0.5498 1.1696 0.6355
N -0.8229 0.7859 2.3641 -0.3578
O -2.6502 0.8303 0.9323 -0.4299
C -3.0935 0.1864 -0.2931 -0.5727
C -1.8184 -0.3672 -0.8919 0.2090
C -1.2352 0.5075 -2.0176 -1.5441
H 3.0464 2.5259 -0.0723 0.3626
H 3.8302 1.4913 -1.3174 0.3241
H 4.4323 1.3460 0.2309 0.2685
H 1.5013 -3.4670 1.3746 0.3219
H 1.7678 -2.7626 -0.1581 0.3092
H 0.1931 -3.3036 0.5893 0.3100
H 0.0258 0.3614 2.6170 0.2035
H -1.4487 0.8730 3.1734 0.3311
H -3.4291 0.8387 -1.0592 0.3718
H -3.7862 -0.5098 -0.1192 0.3719
H -1.9995 -1.4677 -1.3083 0.2403
H -2.0519 0.5406 -2.7212 0.4850
H -0.2465 0.0832 -2.4841 0.2519
H -1.1522 1.4569 -1.6665 0.5191
```

Properties
- total charge = +1
- structure (SMILES) = COC(=O)N(OC)N1C(=[NH2+])OC[C@H]1C
- energy relative to the best compared isomer or geometry (same formula, charge and spin) (kcal/mol) = 115.7
- LUMO level (Eh) = -0.10214
- frontier orbital gap (eV) = 11.11
- E (eV) = -20135.2712